(1)
The following is a DFT calculation (the ωB97M-V functional and the def2-TZVPD basis) of a cluster of 2 separate species, C9H17N3O2 in total.

Results
- LUMO level (eV) = 0.347
- SMILES string = CC(C)c1c[n+]([O-])on1.CN=C(C)C
- HOMO-LUMO gap (eV) = 8.84
- relative energy (zero: lowest compared OMol25 entry of this formula, charge and spin) (kcal/mol) = 108.5

Structure (XYZ):
```
31
Properties=species:S:1:pos:R:3:forces:R:3:nbo_charge:R:1
C 0.58145 3.32333 0.73435 2.067 -1.863 2.382 -0.59
C 0.19392 1.92348 0.33381 -1.889 -0.910 -2.198 -0.26
C -0.43014 1.89037 -1.13903 -0.616 -1.053 3.843 -0.58
C 1.18045 0.84010 0.45196 1.783 -0.194 -0.543 0.19
C 2.37067 0.85819 -0.30703 0.401 -0.936 -0.185 -0.16
N 3.06261 -0.22538 -0.08517 -0.557 -0.247 2.823 0.39
O 4.14912 -0.68756 -0.29458 0.625 -0.142 -1.016 -0.40
O 2.32640 -0.89891 0.98855 -0.591 -0.231 -0.826 -0.20
N 1.12546 -0.27124 1.14627 0.727 1.611 0.542 -0.10
H 1.35306 3.60921 0.04426 0.943 0.370 0.065 0.20
H 0.97726 3.19608 1.84416 -0.669 1.062 -2.241 0.22
H -0.15672 4.06958 0.60281 -1.184 0.382 0.318 0.22
H -0.52848 1.48914 0.93401 -2.134 -0.030 1.611 0.22
H -0.16223 2.73629 -1.57804 1.604 3.636 -2.343 0.19
H -1.49379 1.92496 -1.17042 -0.974 -0.238 0.518 0.22
H -0.13490 1.05882 -1.65815 0.788 -2.050 -1.366 0.22
H 2.71317 1.42926 -1.10195 0.291 1.370 -1.052 0.24
C 0.53583 -1.88302 -1.68935 -2.195 -2.568 -2.007 -0.46
N -0.59971 -1.57870 -0.83253 0.530 1.804 -0.828 -0.49
C -0.70149 -1.89318 0.39086 -0.516 -0.602 -2.052 0.37
C -1.75990 -1.12750 1.15101 1.460 -2.669 -1.938 -0.65
C 0.07568 -3.05317 0.91926 -0.392 2.982 4.429 -0.69
H 0.51933 -2.94636 -2.06886 0.046 0.419 0.790 0.19
H 0.45016 -1.41937 -2.68791 -0.137 0.655 0.693 0.20
H 1.50232 -1.73504 -1.32343 1.396 0.423 1.008 0.19
H -2.50598 -1.71896 1.49564 -2.231 -2.515 1.294 0.21
H -2.28862 -0.44748 0.60951 -0.692 2.198 -2.024 0.22
H -1.33903 -0.73694 1.96212 1.823 1.965 3.412 0.22
H -0.39145 -3.94061 0.82310 -2.291 -2.907 -0.700 0.23
H 0.14848 -2.96330 2.06381 0.366 -0.003 -1.511 0.21
H 1.00254 -3.22142 0.50467 2.220 0.282 -0.898 0.23
```
Positions in Å, forces in eV/Å.

(2)
The following is a DFT calculation (the ωB97M-V functional and the def2-TZVPD basis) of the molecule C9H17N3S2.

Results
- LUMO level (eV) = 0.513
- SMILES string = CCCCCCCSc1nnc(N)s1
- HOMO-LUMO gap (eV) = 8.85
- relative energy (zero: lowest compared OMol25 entry of this formula, charge and spin) (kcal/mol) = 21.5

Structure (XYZ):
```
31
Properties=species:S:1:pos:R:3:forces:R:3:nbo_charge:R:1
C -0.50425 -2.09693 -0.05511 -0.849 -0.733 0.118 -0.61
C -0.28422 -2.10081 1.46134 -0.546 -0.690 -0.325 -0.40
C -0.94766 -0.94534 2.19019 -0.515 0.007 0.212 -0.39
C -0.56376 0.45332 1.70154 0.500 -0.262 -0.385 -0.42
C 0.94678 0.71767 1.76367 0.135 -0.256 0.290 -0.40
C 1.33653 2.17921 1.54157 0.895 -0.300 -0.346 -0.40
C 1.00252 2.75409 0.16069 0.125 -0.325 0.028 -0.52
S 1.96606 1.98440 -1.19125 -0.073 -0.012 0.082 0.27
C 0.73231 1.04527 -2.00072 -0.796 -0.143 -0.081 -0.15
N -0.55190 1.11625 -1.80764 0.733 0.000 -0.067 -0.31
N -1.27569 0.24511 -2.58886 0.336 -0.045 -0.093 -0.32
C -0.52088 -0.45331 -3.37306 -0.090 0.175 0.048 0.21
N -1.00939 -1.33551 -4.31206 0.174 0.865 0.196 -0.80
S 1.18600 -0.11712 -3.23115 -0.235 0.138 0.218 0.33
H -1.59595 -2.05062 -0.30297 0.819 -0.049 0.199 0.21
H -0.04299 -1.24344 -0.51599 0.276 0.426 -0.278 0.20
H -0.09028 -3.01566 -0.51373 -0.178 0.446 0.180 0.21
H 0.76149 -2.14808 1.67982 0.926 0.262 0.041 0.19
H -0.64274 -3.06092 1.86638 -0.218 0.312 -0.043 0.20
H -2.04346 -1.08279 2.09464 0.401 0.202 0.100 0.20
H -0.71227 -1.01401 3.26251 -0.078 -0.037 -0.152 0.20
H -0.91338 0.60174 0.67167 -0.010 0.017 0.190 0.22
H -1.05072 1.19087 2.32149 -0.374 0.297 0.236 0.20
H 1.45247 0.08906 1.02603 0.080 0.011 -0.042 0.20
H 1.34294 0.39284 2.75213 -0.249 0.203 -0.464 0.20
H 2.42758 2.31782 1.74505 -0.719 -0.146 -0.213 0.21
H 0.82842 2.78908 2.26559 -0.359 0.418 0.471 0.21
H -0.04795 2.62905 -0.10353 0.066 0.082 0.045 0.26
H 1.26210 3.80866 0.11908 -0.080 0.080 0.002 0.23
H -1.98926 -1.50026 -4.19830 -0.399 -0.166 0.036 0.40
H -0.45844 -2.14964 -4.42903 0.303 -0.778 -0.202 0.39
```
Positions in Å, forces in eV/Å.

(3)
The following is a DFT calculation (the ωB97M-V functional and the def2-TZVPD basis) of the ion C9H17N4O2 with charge +1.

Results
- charge = +1
- LUMO level (eV) = -3.032
- SMILES string = [O-]/[N+](=N\O)C1(C2=[NH+]CCN2)CCCCC1
- HOMO-LUMO gap (eV) = 10.17
- relative energy (zero: lowest compared OMol25 entry of this formula, charge and spin) (kcal/mol) = 77.0

Structure (XYZ):
```
32
Properties=species:S:1:pos:R:3:forces:R:3:nbo_charge:R:1
O -1.24789 1.97422 0.12860 -0.779 0.767 -0.465 -0.52
N -0.08896 1.53388 0.01642 -0.969 -1.105 1.408 0.26
N 0.95862 2.07850 0.35167 2.941 1.485 0.911 0.07
O 0.81081 3.34147 0.83545 -2.592 -0.466 -0.702 -0.51
C 0.08383 0.00965 -0.16938 -0.062 0.821 0.206 0.09
C -0.49627 -0.60442 1.15197 1.896 1.502 -1.321 0.56
N -1.49587 -0.02226 1.74540 -0.852 0.874 -2.198 -0.51
C -1.85463 -0.72733 2.93075 0.604 0.979 0.006 -0.23
C -0.79434 -1.79128 3.08578 1.609 2.446 1.829 -0.23
N -0.01601 -1.61923 1.84665 -0.986 -0.121 0.970 -0.54
C 1.56221 -0.24949 -0.59870 0.089 -0.819 2.299 -0.42
C 1.87039 0.25752 -1.96281 3.713 -2.317 -3.429 -0.44
C 0.87767 -0.14821 -3.06307 -0.421 1.086 0.676 -0.41
C -0.50011 0.38800 -2.55083 -0.360 -0.859 -1.245 -0.39
C -0.87392 -0.40397 -1.25971 0.704 0.586 -2.404 -0.46
H 1.62725 3.71564 1.15426 1.078 -0.591 -0.197 0.51
H -2.01367 0.83525 1.34801 1.395 -1.540 0.445 0.49
H -2.81311 -1.10376 2.85542 -2.055 -0.937 -0.152 0.22
H -1.86387 0.07991 3.58984 -0.028 0.572 2.313 0.23
H -0.15551 -1.55056 4.03737 -0.980 -0.930 -1.844 0.23
H -1.29328 -2.69821 3.11519 -0.290 -2.078 0.313 0.23
H 0.71594 -2.26857 1.70411 0.851 -0.055 -0.944 0.45
H 1.61929 -1.35937 -0.50694 0.387 0.554 -0.432 0.21
H 2.32275 0.20300 0.11245 -1.228 -0.790 -0.578 0.27
H 2.89114 -0.24615 -2.37844 -1.960 0.494 1.501 0.23
H 2.28958 1.24158 -2.05282 -0.892 1.054 0.470 0.24
H 1.14060 0.23458 -4.06286 -0.005 0.258 0.581 0.24
H 0.96175 -1.24685 -3.18909 -0.712 0.407 0.271 0.21
H -0.45473 1.42695 -2.17771 0.159 -0.161 -1.129 0.21
H -1.27366 0.29875 -3.40038 0.858 0.140 1.674 0.24
H -1.91592 -0.16778 -1.10083 -0.200 -0.622 0.697 0.26
H -0.58010 -1.41147 -1.53577 -0.911 -0.634 0.469 0.23
```
Positions in Å, forces in eV/Å.

(4)
The following is a DFT calculation (the ωB97M-V functional and the def2-TZVPD basis) of the ion C9H17N5 with charge +2.

Results
- charge = +2
- LUMO level (eV) = -8.079
- SMILES string = [H]/N=C(/C=C\C(N)=[NH2+])\N=C\C(=[NH2+])CCC
- HOMO-LUMO gap (eV) = 8.72
- relative energy (zero: lowest compared OMol25 entry of this formula, charge and spin) (kcal/mol) = 14.6

Structure (XYZ):
```
31
Properties=species:S:1:pos:R:3:forces:R:3:nbo_charge:R:1
H -1.84994 -0.50407 -0.19637 0.284 -0.425 -1.748 0.37
N -1.88445 -0.33823 0.77049 0.894 1.737 2.298 -0.56
C -0.83452 0.29205 1.19632 -0.145 -2.996 -2.111 0.34
C -0.70138 0.65078 2.56997 -0.498 1.789 1.897 -0.22
C -1.72950 1.01651 3.33304 -0.189 -0.610 -0.200 -0.19
C -3.12765 1.08248 2.89189 -0.591 -1.809 0.350 0.54
N -3.80614 -0.06819 2.78301 -1.687 0.037 -1.054 -0.70
N -3.66303 2.26581 2.74672 -0.649 -0.466 -0.326 -0.69
N 0.25613 0.27530 0.29631 -0.727 1.230 -1.216 -0.35
C 1.43131 -0.12725 0.40094 0.481 -1.454 3.307 0.06
C 2.25893 -0.31624 -0.82461 1.121 -0.767 -0.447 0.45
N 3.36008 -1.00110 -0.74826 -0.073 -0.017 -4.191 -0.60
C 1.81626 0.23805 -2.11411 -0.618 0.886 -0.068 -0.51
C 2.22030 -0.26701 -3.49654 1.240 -3.941 2.313 -0.39
C 1.64248 -1.68808 -3.78277 3.504 0.394 -2.247 -0.62
H 0.20400 0.89633 3.09258 0.916 -0.616 -0.470 0.26
H -1.60314 1.23121 4.37366 0.285 0.377 0.454 0.27
H -3.37347 -1.00382 2.87101 0.180 1.320 -0.088 0.45
H -4.75516 -0.16668 2.28712 1.850 0.718 1.254 0.44
H -3.28675 3.15156 3.00880 0.955 0.176 0.143 0.45
H -4.62262 2.32636 2.51432 -1.124 0.018 -0.292 0.42
H 1.79500 -0.54902 1.45062 -0.074 0.778 -2.216 0.20
H 3.85193 -1.30959 -1.67254 -1.157 1.027 2.068 0.46
H 3.75559 -1.42496 0.03044 0.516 -0.662 2.134 0.43
H 0.72605 0.28627 -2.00550 0.204 0.372 -0.303 0.27
H 2.22127 1.26080 -2.08137 -0.412 0.300 0.346 0.29
H 1.73997 0.25596 -4.21272 -1.100 2.680 -2.006 0.25
H 3.31641 -0.24917 -3.64225 -0.526 0.159 -0.122 0.21
H 2.24917 -2.50214 -3.45620 0.367 -0.597 1.118 0.21
H 1.72255 -1.91310 -4.87099 -0.362 0.627 0.467 0.25
H 0.67034 -1.80079 -3.51301 -2.863 -0.265 0.957 0.21
```
Positions in Å, forces in eV/Å.